Record 1
The following is a quantum chemistry calculation of a molecular structure, C23H33N7O4SSi2Sr, from OMol25.

Last column: Mulliken charge in e.
CARTESIAN COORDINATES (ANGSTROEM)
Sr (-0.815, -0.578, 1.026)  0.881
N (3.266, -2.908, 3.137)  -0.543
C (2.232, -2.447, 2.321)  0.276
S (2.210, -0.742, 2.018)  -0.405
N (1.447, -3.396, 1.891)  -1.490
N (0.433, -2.952, 1.080)  1.249
C (-0.361, -3.832, 0.615)  -1.451
C (-1.515, -3.454, -0.237)  1.674
C (-2.550, -4.377, -0.329)  -1.175
C (-3.686, -3.981, -1.116)  -0.349
C (-3.747, -2.772, -1.705)  -1.775
C (-2.647, -1.749, -1.538)  1.114
N (-1.482, -2.250, -0.790)  -0.424
H (3.608, -2.190, 3.756)  0.230
H (3.038, -3.781, 3.589)  0.250
H (-0.227, -4.886, 0.868)  0.237
H (-2.486, -5.343, 0.151)  0.346
H (-4.511, -4.678, -1.251)  0.321
H (-4.603, -2.495, -2.313)  0.409
H (-2.283, -1.438, -2.531)  0.373
C (0.396, -0.149, -2.843)  -0.458
Si (1.806, 0.610, -1.883)  0.401
C (3.057, -0.726, -1.496)  -1.006
C (2.624, 2.072, -2.796)  0.093
C (3.345, 2.242, -3.978)  -0.742
C (3.818, 3.500, -4.329)  -0.445
C (3.576, 4.598, -3.506)  -0.423
C (2.857, 4.444, -2.327)  -0.668
C (2.378, 3.187, -1.961)  0.141
Si (1.375, 2.477, -0.501)  0.498
C (-0.367, 3.177, -0.428)  -0.717
C (2.251, 2.719, 1.135)  -0.641
H (0.757, -0.552, -3.795)  0.561
H (-0.399, 0.573, -3.037)  0.135
H (-0.042, -0.970, -2.263)  -0.198
H (3.451, -1.128, -2.436)  0.411
H (2.582, -1.534, -0.937)  0.137
H (3.887, -0.351, -0.896)  0.310
H (3.542, 1.396, -4.630)  0.382
H (4.381, 3.633, -5.247)  0.364
H (3.952, 5.574, -3.792)  0.362
H (2.675, 5.309, -1.696)  0.378
H (-0.523, 3.884, -1.247)  0.446
H (-0.534, 3.693, 0.520)  0.290
H (-1.118, 2.385, -0.516)  -0.001
H (2.432, 3.786, 1.307)  0.407
H (3.204, 2.188, 1.165)  0.310
H (1.612, 2.341, 1.936)  -0.196
C (-3.554, 0.912, -2.950)  -0.598
O (-4.141, 0.120, -1.955)  -0.420
C (-3.181, -0.382, -0.949)  -0.598
O (-2.214, 0.464, -0.659)  -0.376
N (-4.126, -0.585, 0.184)  -0.253
N (-3.450, -1.289, 1.241)  -0.200
H (-4.355, 1.481, -3.432)  0.293
H (-3.048, 0.313, -3.721)  0.237
H (-2.828, 1.605, -2.518)  0.122
H (-4.875, -1.175, -0.171)  0.342
H (-3.496, -2.301, 1.112)  0.143
H (-3.894, -1.050, 2.117)  0.170
O (-0.823, -1.984, 5.543)  -0.749
C (-0.481, -0.930, 5.035)  0.187
C (0.502, 0.036, 5.720)  -0.344
C (0.441, 1.280, 4.849)  -0.462
C (-0.385, 0.803, 3.661)  0.493
O (-0.563, 1.502, 2.647)  -0.647
N (-0.877, -0.436, 3.824)  -0.188
H (1.486, -0.436, 5.685)  0.142
H (0.226, 0.178, 6.764)  0.292
H (1.407, 1.627, 4.484)  0.181
H (-0.072, 2.120, 5.322)  0.350

Calculated values
LUMO (eV): 4.4
Net charge: -2
Kohn-Sham gap (Ha): 0.1842
Energy above the lowest of the compared OMol25 structures with the same formula, charge and spin (eV): 0.0000



Record 2
The following is a quantum chemistry calculation of a molecular structure, C23H34Br31FNO6P2 in a non-equilibrium geometry, from OMol25.

Last column: Mulliken charge in e.
CARTESIAN COORDINATES (ANGSTROEM)
C (1.693, 2.626, 2.474)  -0.542
O (2.076, 3.282, 1.262)  -0.380
C (0.971, 3.578, 0.421)  -0.817
C (0.267, 2.316, -0.138)  -0.891
C (-1.312, 2.182, 0.005)  0.704
C (-2.030, 2.891, 1.184)  -0.677
C (-3.306, 2.078, 1.598)  -0.565
C (-4.653, 2.774, 1.207)  -0.454
O (-4.670, 4.180, 1.434)  -0.511
C (-1.704, 2.621, -1.416)  -0.712
C (-3.006, 3.214, -1.951)  -0.326
C (-2.658, 4.679, -2.398)  0.103
O (-1.959, 5.281, -1.697)  -0.202
Br (-3.360, 5.400, -4.055)  -0.042
N (-0.736, 2.445, -2.248)  0.563
C (0.500, 1.915, -1.631)  0.487
C (1.642, 2.664, -2.425)  -1.093
C (1.654, 2.348, -3.944)  -0.507
F (2.857, 2.762, -4.480)  -0.337
P (0.821, 0.044, -1.710)  0.137
P (2.913, -0.226, -1.109)  0.702
O (3.136, -1.601, -0.678)  -0.428
O (3.965, 0.118, -2.333)  -0.510
O (3.266, 0.747, 0.160)  -0.513
H (2.240, 1.666, 2.559)  0.242
H (0.620, 2.378, 2.540)  0.205
H (1.993, 3.247, 3.337)  0.295
H (1.381, 4.235, -0.368)  0.289
H (0.265, 4.224, 0.988)  0.337
H (0.613, 1.399, 0.386)  0.729
H (-1.451, 1.084, 0.071)  0.700
H (-1.410, 2.981, 2.088)  0.418
H (-2.286, 3.916, 0.845)  0.523
H (-3.307, 1.074, 1.114)  -0.077
H (-3.333, 1.953, 2.697)  0.537
H (-4.973, 2.522, 0.174)  0.239
H (-5.433, 2.336, 1.863)  0.093
H (-4.528, 4.670, 0.614)  0.281
H (-3.310, 2.604, -2.821)  0.582
H (-3.787, 3.314, -1.185)  -0.356
H (-0.928, 2.737, -3.207)  0.376
H (1.400, 3.747, -2.351)  0.593
H (2.625, 2.538, -1.949)  0.422
H (1.453, 1.289, -4.181)  0.318
H (0.865, 2.933, -4.465)  0.289
H (0.789, -0.438, -3.043)  -0.181
H (4.721, 0.587, -1.934)  0.344
H (3.678, 1.583, -0.126)  0.366
C (5.819, -2.681, -3.619)  0.388
Br (6.473, -4.027, -2.402)  0.042
Br (7.245, -1.879, -4.643)  -0.025
Br (4.420, -3.369, -4.758)  -0.005
H (5.377, -1.896, -3.018)  -0.384
C (-7.357, 3.240, 4.699)  -0.299
Br (-7.890, 3.330, 6.549)  -0.027
Br (-6.359, 1.628, 4.317)  -0.008
Br (-8.859, 3.447, 3.507)  0.041
H (-6.691, 4.075, 4.518)  0.327
C (2.483, -4.348, 1.082)  -0.064
Br (1.981, -4.238, 2.944)  -0.045
Br (3.592, -5.887, 0.724)  0.099
Br (0.949, -4.299, -0.086)  0.009
H (3.076, -3.469, 0.859)  0.103
C (4.013, -9.299, -1.334)  -0.236
Br (3.341, -11.094, -1.550)  -0.020
Br (5.060, -9.117, 0.279)  0.032
Br (4.989, -8.703, -2.889)  0.008
H (3.155, -8.647, -1.228)  0.182
C (-11.420, 7.134, 3.170)  -0.326
Br (-12.246, 5.413, 2.884)  -0.024
Br (-10.404, 7.174, 4.810)  0.006
Br (-10.355, 7.675, 1.653)  -0.004
H (-12.219, 7.857, 3.272)  0.340
C (0.199, -4.679, -4.067)  -0.376
Br (0.161, -2.959, -3.183)  0.190
Br (1.046, -5.995, -2.946)  0.037
Br (-1.554, -5.224, -4.655)  -0.025
H (0.814, -4.572, -4.952)  0.346
C (-5.394, -1.809, -0.038)  -0.459
Br (-5.852, -1.842, 1.833)  0.001
Br (-4.503, -0.156, -0.512)  0.058
Br (-4.371, -3.358, -0.556)  0.014
H (-6.320, -1.835, -0.600)  0.399
C (-1.777, 8.602, -0.227)  -0.111
Br (-0.896, 10.014, 0.746)  -0.016
Br (-3.110, 7.709, 0.854)  -0.005
Br (-2.512, 9.231, -1.897)  -0.009
H (-1.023, 7.864, -0.470)  0.131
C (7.580, -7.281, 2.896)  -0.021
Br (8.842, -7.616, 1.473)  0.003
Br (8.183, -8.011, 4.576)  0.004
Br (7.149, -5.403, 3.041)  -0.058
H (6.663, -7.797, 2.638)  0.046
C (8.817, -12.054, 3.118)  -0.353
Br (9.685, -13.537, 2.239)  -0.028
Br (10.086, -10.928, 4.039)  -0.036
Br (7.713, -11.044, 1.895)  0.046
H (8.158, -12.471, 3.868)  0.362

Calculated values
LUMO (eV): -4.5
Net charge: +1
Kohn-Sham gap (Ha): 0.2328
Energy above the lowest of the compared OMol25 structures with the same formula, charge and spin (eV): 0.0000



Record 3
The following is a quantum chemistry calculation of 8 unconnected molecules or ions with the total composition C23H34FN10O2 in a non-equilibrium geometry, from OMol25.

Last column: Mulliken charge in e.
CARTESIAN COORDINATES (ANGSTROEM)
C (-0.357, -3.325, 1.732)  -0.315
C (-0.371, -3.457, 0.110)  0.034
F (0.467, -4.589, -0.274)  -0.348
C (0.282, -2.074, -0.425)  -0.406
C (1.804, -2.024, -0.659)  -0.595
N (2.470, -0.806, -1.108)  0.218
C (1.708, 0.401, -1.348)  -0.561
C (0.146, 0.476, -1.147)  0.381
C (-0.550, 1.886, -1.450)  -0.286
N (0.326, 2.954, -0.833)  -0.493
C (-0.622, -0.799, -0.662)  0.698
C (-2.199, -0.812, -0.421)  -0.538
O (-2.701, 0.289, 0.383)  -0.175
N (-2.840, -0.062, 1.699)  0.121
O (-2.155, 0.711, 2.317)  -0.192
H (-0.880, -4.191, 2.256)  0.158
H (-0.847, -2.298, 1.942)  0.148
H (0.759, -3.229, 2.012)  0.044
H (-1.437, -3.584, -0.304)  0.348
H (2.414, -2.958, -0.443)  0.474
H (3.503, -0.862, -1.244)  0.186
H (2.331, 1.314, -1.672)  0.311
H (-1.582, 2.023, -0.986)  0.233
H (-0.661, 1.997, -2.580)  0.322
H (0.657, 2.594, 0.093)  0.335
H (1.146, 3.083, -1.452)  0.174
H (-2.779, -0.863, -1.414)  0.300
H (-2.489, -1.781, 0.144)  0.298
C (4.063, -4.509, 3.313)  -0.778
C (2.624, -4.348, 3.703)  0.490
N (1.489, -4.222, 4.011)  -0.472
H (4.204, -5.461, 2.800)  0.268
H (4.360, -3.697, 2.648)  0.254
H (4.693, -4.488, 4.204)  0.311
C (-2.298, 6.300, -1.199)  -0.682
C (-1.526, 6.220, -2.481)  0.368
N (-0.914, 6.151, -3.494)  -0.448
H (-3.038, 7.099, -1.260)  0.329
H (-2.809, 5.354, -1.015)  0.195
H (-1.619, 6.505, -0.369)  0.245
C (-2.130, -6.595, 4.588)  -0.525
C (-3.327, -6.040, 3.872)  0.314
N (-4.271, -5.603, 3.309)  -0.404
H (-1.217, -6.146, 4.193)  0.114
H (-2.202, -6.376, 5.654)  0.259
H (-2.083, -7.676, 4.449)  0.258
C (-0.506, 3.559, 4.468)  -0.776
C (0.261, 3.486, 3.181)  0.363
N (0.865, 3.429, 2.168)  -0.472
H (-1.246, 4.359, 4.414)  0.269
H (-1.017, 2.612, 4.649)  0.245
H (0.176, 3.760, 5.295)  0.303
C (-5.696, 0.777, -1.489)  -0.619
C (-4.926, 0.700, -2.776)  0.380
N (-4.318, 0.638, -3.788)  -0.442
H (-6.427, 1.585, -1.543)  0.332
H (-6.218, -0.164, -1.310)  0.283
H (-5.014, 0.969, -0.659)  0.117
C (4.525, -3.190, -3.470)  -0.651
C (5.257, -2.351, -2.463)  0.384
N (5.846, -1.686, -1.655)  -0.473
H (3.510, -3.388, -3.121)  0.196
H (4.478, -2.665, -4.425)  0.286
H (5.045, -4.139, -3.610)  0.306
C (2.644, 7.029, -4.300)  -0.745
C (2.645, 5.583, -3.904)  0.374
N (2.660, 4.440, -3.596)  -0.434
H (2.447, 7.120, -5.369)  0.257
H (1.870, 7.563, -3.747)  0.238
H (3.615, 7.475, -4.077)  0.309

Calculated values
LUMO (eV): -4.4
Net charge: +1
Kohn-Sham gap (Ha): 0.2746



LUMO of number 1 (C23H33N7O4SSi2Sr)? 4.4 eV